ORCA calculation (ωB97M-V/def2-TZVPD) on 9 unconnected molecules or ions with the total composition C36H72O18S9 at a distorted geometry.

Output
HOMO energy = -9.60 eV
LUMO = -0.390 eV
2S+1 = 1
energy above the lowest of the compared OMol25 structures with the same formula, charge and spin = 377.3 kJ/mol

Element x y z (Å)
1 O 0.04 -5.98 -1.76
2 S 0.62 -4.73 -1.32
3 O 1.74 -4.78 -0.41
4 C 1.20 -3.66 -2.76
5 C 0.02 -2.63 -3.04
6 C -1.16 -3.08 -2.19
7 C -0.67 -3.49 -0.82
8 H 1.63 -4.25 -3.57
9 H 1.99 -3.05 -2.32
10 H 0.36 -1.61 -2.83
11 H -0.28 -2.64 -4.08
12 H -1.70 -3.84 -2.76
13 H -1.71 -2.15 -2.05
14 H -1.36 -3.93 -0.11
15 H -0.16 -2.63 -0.38
16 O 3.87 -1.22 -2.42
17 S 3.98 0.21 -2.89
18 O 3.49 1.31 -2.12
19 C 5.66 0.60 -3.39
20 C 5.75 -0.18 -4.69
21 C 4.58 0.06 -5.59
22 C 3.38 0.34 -4.69
23 H 6.40 0.31 -2.64
24 H 5.58 1.68 -3.51
25 H 6.58 0.27 -5.24
26 H 5.90 -1.25 -4.57
27 H 4.46 -0.76 -6.29
28 H 4.77 1.00 -6.11
29 H 2.57 -0.36 -4.89
30 H 3.00 1.34 -4.91
31 O -4.27 7.30 -2.73
32 S -3.13 6.44 -3.05
33 O -1.72 6.84 -2.93
34 C -3.38 4.77 -2.32
35 C -2.99 3.76 -3.40
36 C -3.66 4.33 -4.74
37 C -3.36 5.90 -4.80
38 H -4.44 4.62 -2.12
39 H -2.75 4.76 -1.43
40 H -1.92 3.74 -3.63
41 H -3.20 2.71 -3.19
42 H -4.75 4.24 -4.76
43 H -3.20 3.93 -5.65
44 H -4.27 6.36 -5.19
45 H -2.48 6.20 -5.37
46 O -5.29 -1.86 4.20
47 S -5.35 -2.65 3.01
48 O -5.27 -4.13 3.05
49 C -6.88 -2.21 2.06
50 C -6.47 -1.29 0.87
51 C -5.03 -1.60 0.48
52 C -4.17 -1.77 1.79
53 H -7.74 -1.90 2.65
54 H -7.15 -3.17 1.60
55 H -7.12 -1.19 0.00
56 H -6.50 -0.29 1.31
57 H -4.54 -0.97 -0.27
58 H -5.23 -2.56 0.00
59 H -3.98 -0.83 2.29
60 H -3.32 -2.44 1.69
61 O 6.04 -0.20 0.54
62 S 4.97 -0.30 1.52
63 O 4.03 0.83 1.68
64 C 3.94 -1.85 1.36
65 C 4.57 -2.90 2.40
66 C 5.90 -2.36 3.02
67 C 5.74 -0.76 3.11
68 H 4.06 -2.05 0.30
69 H 2.87 -1.75 1.52
70 H 3.88 -2.99 3.24
71 H 4.70 -3.90 1.99
72 H 6.77 -2.64 2.43
73 H 5.87 -2.65 4.07
74 H 6.60 -0.16 3.41
75 H 4.98 -0.52 3.85
76 O -2.15 0.21 -4.29
77 S -1.01 0.74 -5.07
78 O 0.06 1.48 -4.38
79 C -0.28 -0.59 -6.17
80 C 0.34 0.24 -7.33
81 C -0.77 1.30 -7.79
82 C -1.48 1.87 -6.53
83 H -1.17 -1.06 -6.59
84 H 0.39 -1.28 -5.65
85 H 1.22 0.74 -6.93
86 H 0.74 -0.39 -8.12
87 H -1.43 0.72 -8.44
88 H -0.25 2.14 -8.26
89 H -2.53 1.70 -6.79
90 H -1.39 2.91 -6.24
91 O -4.22 1.08 8.02
92 S -3.14 0.13 8.00
93 O -3.05 -1.00 8.93
94 C -2.84 -0.38 6.12
95 C -2.02 0.77 5.59
96 C -0.97 1.24 6.66
97 C -1.53 0.98 8.01
98 H -3.75 -0.76 5.64
99 H -2.12 -1.19 6.13
100 H -1.44 0.49 4.71
101 H -2.68 1.57 5.25
102 H -0.67 2.28 6.59
103 H -0.03 0.68 6.58
104 H -1.46 1.84 8.67
105 H -0.85 0.24 8.45
106 O 2.20 1.40 7.50
107 S 2.97 0.38 6.78
108 O 4.40 0.33 7.06
109 C 2.11 -1.32 7.03
110 C 1.40 -1.79 5.72
111 C 2.21 -1.16 4.62
112 C 2.50 0.35 5.00
113 H 1.48 -1.13 7.90
114 H 2.83 -1.99 7.50
115 H 1.40 -2.87 5.57
116 H 0.34 -1.56 5.77
117 H 1.69 -1.26 3.66
118 H 3.15 -1.68 4.46
119 H 1.53 0.85 5.01
120 H 3.09 1.05 4.40
121 O 0.27 -1.01 1.21
122 S -0.01 0.40 1.17
123 O -0.09 1.17 2.41
124 C 1.10 1.28 -0.13
125 C 0.04 2.18 -0.86
126 C -1.14 1.30 -1.19
127 C -1.55 0.74 0.22
128 H 1.48 0.59 -0.88
129 H 1.96 1.79 0.29
130 H -0.27 3.05 -0.29
131 H 0.45 2.70 -1.73
132 H -0.68 0.51 -1.78
133 H -2.00 1.78 -1.67
134 H -2.28 -0.07 0.17
135 H -1.97 1.55 0.81

=====

ORCA calculation (ωB97M-V/def2-TZVPD) on a molecular structure, C36H72O9 at a distorted geometry.

Output
HOMO energy = -9.14 eV
LUMO = 0.448 eV
2S+1 = 1
energy above the lowest of the compared OMol25 structures with the same formula, charge and spin = 1632.0 kJ/mol

Element x y z (Å)
1 C -1.97 5.56 2.81
2 C -1.17 5.09 1.62
3 C -0.41 3.89 2.22
4 O -0.93 3.56 3.42
5 C -2.15 4.25 3.59
6 H -3.10 6.09 2.23
7 H -1.38 6.24 3.51
8 H -0.34 5.81 1.60
9 H -1.46 4.95 0.64
10 H 0.71 4.38 2.25
11 H -0.41 3.08 1.55
12 H -2.18 4.43 4.62
13 H -3.03 3.66 3.08
14 C 1.01 -1.06 -4.81
15 C 1.05 -2.50 -5.26
16 C 1.75 -3.20 -4.17
17 O 2.48 -2.20 -3.49
18 C 1.59 -1.11 -3.36
19 H 0.22 -0.59 -4.38
20 H 1.69 -0.45 -5.41
21 H 1.69 -2.41 -6.18
22 H 0.03 -2.84 -5.57
23 H 2.51 -4.07 -4.47
24 H 0.97 -3.75 -3.59
25 H 2.08 -0.16 -3.02
26 H 0.63 -1.29 -2.77
27 C -5.25 0.11 1.44
28 C -6.68 0.49 1.32
29 C -7.03 0.07 -0.14
30 O -5.80 -0.33 -0.76
31 C -4.89 -0.87 0.33
32 H -5.02 -0.36 2.30
33 H -4.45 1.04 1.43
34 H -6.87 1.61 1.61
35 H -7.20 0.10 2.05
36 H -7.44 0.93 -0.81
37 H -7.87 -0.62 0.02
38 H -3.83 -0.71 0.06
39 H -5.21 -1.81 0.68
40 C 2.55 2.73 -0.45
41 C 3.93 2.27 -0.85
42 C 4.07 1.07 0.08
43 O 2.85 0.55 0.27
44 C 1.81 1.45 -0.20
45 H 2.06 3.26 -0.96
46 H 2.78 3.38 0.52
47 H 4.62 2.99 -0.71
48 H 3.95 2.05 -1.92
49 H 4.35 1.45 1.28
50 H 4.62 0.23 -0.24
51 H 1.20 1.76 0.63
52 H 1.26 0.94 -0.84
53 C 4.13 2.94 4.54
54 C 3.09 1.94 3.96
55 C 1.96 1.93 5.07
56 O 2.66 2.15 6.25
57 C 3.56 3.24 5.99
58 H 3.87 3.82 3.91
59 H 5.21 2.62 4.48
60 H 3.46 0.88 3.82
61 H 2.78 2.29 2.92
62 H 1.65 0.89 5.04
63 H 1.21 2.68 4.93
64 H 4.49 3.29 6.73
65 H 2.94 4.02 6.02
66 C 4.39 -3.11 -0.18
67 C 5.73 -3.84 -0.22
68 C 5.46 -5.15 -0.98
69 O 4.05 -5.37 -0.94
70 C 3.45 -4.13 -0.91
71 H 4.41 -2.02 -0.64
72 H 3.97 -2.77 0.76
73 H 5.72 -4.24 0.98
74 H 6.60 -3.19 -0.46
75 H 6.10 -6.06 -0.80
76 H 5.76 -4.91 -2.00
77 H 2.60 -4.31 -0.45
78 H 3.31 -4.10 -1.83
79 C 0.12 -1.01 2.62
80 C 0.74 -2.18 1.88
81 C 0.22 -1.96 0.43
82 O -1.17 -1.56 0.77
83 C -1.19 -0.61 1.86
84 H 0.70 -0.10 2.76
85 H -0.02 -1.38 3.49
86 H 0.58 -3.14 2.27
87 H 1.89 -2.09 1.62
88 H 0.22 -2.66 -0.44
89 H 0.90 -1.18 0.11
90 H -2.12 -0.50 2.39
91 H -1.05 0.33 1.38
92 C -1.52 2.20 -3.20
93 C -2.65 1.78 -2.35
94 C -2.13 1.61 -1.03
95 O -1.02 2.56 -0.95
96 C -0.67 2.97 -2.27
97 H -1.86 2.99 -4.13
98 H -1.08 1.40 -3.62
99 H -3.12 0.88 -2.64
100 H -3.52 2.70 -2.38
101 H -1.55 0.64 -1.10
102 H -2.67 1.72 0.03
103 H 0.44 2.73 -2.64
104 H -0.88 4.11 -2.61
105 C -4.21 -4.10 -2.97
106 C -4.05 -3.42 -1.70
107 C -2.57 -3.33 -1.41
108 O -1.96 -4.27 -2.22
109 C -2.71 -4.29 -3.36
110 H -4.78 -3.49 -3.82
111 H -4.25 -5.23 -2.94
112 H -4.41 -4.02 -0.89
113 H -4.30 -2.35 -1.56
114 H -2.49 -3.43 -0.41
115 H -1.95 -2.37 -1.64
116 H -2.56 -5.15 -3.94
117 H -2.32 -3.48 -4.18

=====

ORCA calculation (ωB97M-V/def2-TZVPD) on 8 unconnected molecules or ions with the total composition C36H75NO19P at a distorted geometry.

Output
HOMO energy = -4.39 eV
LUMO = 1.883 eV
2S+1 = 1
charge = -1
energy above the lowest of the compared OMol25 structures with the same formula, charge and spin = 0.0 kJ/mol

Element x y z (Å)
1 C 4.69 0.14 0.91
2 C 4.43 0.31 2.41
3 C 2.97 0.01 2.75
4 O 2.67 -1.34 2.70
5 P 1.54 -1.82 1.46
6 C 0.68 -3.02 2.64
7 C -0.78 -3.32 2.36
8 O -1.70 -2.20 2.45
9 C -2.09 -1.59 1.35
10 O -2.06 -2.04 0.25
11 C -2.73 -0.25 1.60
12 C -1.73 0.90 1.68
13 O 2.78 -3.07 0.93
14 N 2.48 -3.53 -0.30
15 O 2.87 -2.81 -1.17
16 H 3.94 0.71 0.38
17 H 5.69 0.46 0.63
18 H 4.52 -0.90 0.67
19 H 5.05 -0.39 2.97
20 H 4.60 1.34 2.68
21 H 2.78 0.35 3.76
22 H 2.35 0.63 2.09
23 H 2.11 -0.88 0.52
24 H 0.67 -2.27 0.40
25 H 0.62 -0.79 1.88
26 H 1.19 -3.97 2.62
27 H 0.76 -2.67 3.66
28 H -0.90 -3.90 1.45
29 H -1.08 -3.97 3.17
30 H -3.36 -0.07 0.75
31 H -3.33 -0.23 2.50
32 H -2.21 1.87 1.79
33 H -1.07 0.92 0.82
34 H -1.08 0.77 2.53
35 O 2.58 1.21 -2.62
36 C 2.10 0.32 -3.26
37 O 2.58 0.07 -4.50
38 C 2.23 -1.11 -5.22
39 C 0.94 -0.97 -5.99
40 C 0.91 -0.48 -2.78
41 H 2.21 -1.97 -4.54
42 H 3.05 -1.29 -5.91
43 H 0.09 -0.78 -5.33
44 H 0.73 -1.87 -6.55
45 H 1.00 -0.12 -6.68
46 H 0.01 0.07 -3.04
47 H 0.98 -0.58 -1.70
48 H 0.86 -1.48 -3.19
49 O 8.46 3.35 -2.34
50 C 7.67 3.23 -3.24
51 O 6.62 4.06 -3.32
52 C 5.76 4.15 -4.46
53 C 4.65 3.11 -4.44
54 C 7.80 2.11 -4.25
55 H 6.35 4.10 -5.38
56 H 5.33 5.15 -4.41
57 H 5.05 2.10 -4.47
58 H 3.99 3.26 -5.29
59 H 4.07 3.19 -3.52
60 H 7.32 1.22 -3.85
61 H 8.85 1.90 -4.40
62 H 7.37 2.34 -5.23
63 O -0.76 5.50 2.19
64 C -0.25 5.48 1.10
65 O -0.58 4.50 0.24
66 C -0.20 4.50 -1.15
67 C 1.17 3.91 -1.37
68 C 0.81 6.48 0.70
69 H -0.31 5.51 -1.57
70 H -0.94 3.87 -1.64
71 H 1.96 4.49 -0.87
72 H 1.40 3.87 -2.43
73 H 1.21 2.90 -0.97
74 H 1.78 6.13 1.04
75 H 0.58 7.43 1.19
76 H 0.85 6.68 -0.37
77 O -0.68 -3.44 -5.63
78 C -0.33 -4.57 -5.39
79 O 0.70 -5.09 -6.09
80 C 1.33 -6.33 -5.74
81 C 0.61 -7.51 -6.35
82 C -1.06 -5.43 -4.38
83 H 1.44 -6.41 -4.66
84 H 2.34 -6.26 -6.15
85 H -0.40 -7.61 -5.97
86 H 1.15 -8.44 -6.12
87 H 0.55 -7.40 -7.43
88 H -1.90 -5.90 -4.88
89 H -1.43 -4.78 -3.59
90 H -0.44 -6.18 -3.91
91 O -4.27 -1.43 3.98
92 C -5.40 -1.13 4.21
93 O -5.75 0.17 4.20
94 C -7.10 0.62 4.26
95 C -7.60 0.74 5.68
96 C -6.43 -2.18 4.59
97 H -7.75 0.00 3.64
98 H -7.09 1.61 3.79
99 H -7.61 -0.23 6.18
100 H -8.62 1.15 5.70
101 H -6.95 1.40 6.26
102 H -6.37 -2.36 5.66
103 H -6.19 -3.09 4.06
104 H -7.46 -1.91 4.32
105 O -2.79 2.93 -1.96
106 C -3.42 1.93 -1.74
107 O -3.73 1.11 -2.76
108 C -4.28 -0.20 -2.57
109 C -5.79 -0.16 -2.44
110 C -3.94 1.63 -0.35
111 H -3.80 -0.70 -1.73
112 H -4.00 -0.76 -3.46
113 H -6.10 0.41 -1.57
114 H -6.19 -1.17 -2.36
115 H -6.23 0.32 -3.32
116 H -4.89 2.14 -0.21
117 H -3.22 2.01 0.37
118 H -4.06 0.57 -0.15
119 O 0.30 -0.17 4.64
120 C 0.13 0.35 5.70
121 O 1.07 1.20 6.18
122 C 0.87 2.02 7.32
123 C 1.21 1.29 8.61
124 C -1.07 0.01 6.55
125 H -0.15 2.43 7.33
126 H 1.54 2.86 7.19
127 H 0.56 0.43 8.76
128 H 1.10 1.95 9.46
129 H 2.23 0.92 8.57
130 H -0.85 -0.88 7.14
131 H -1.91 -0.20 5.89
132 H -1.39 0.81 7.22

=====

Q: The highest energy above the lowest of the compared OMol25 structures with the same formula, charge and spin belongs to which entry?
A: C36H72O9

=====

Q: What is the HOMO energy in the first record?
A: -9.60 eV